(1)
C3H6F4HgN2O13S4 | ωB97M-V/def2-TZVPD

The calculation puts the orbital gap at 5.5 eV. As for the charge: -2. Its LUMO energy is 4.03 eV. The max |F| is 7.74 eV/A. The total energy is -3351.1572 Eh. Its spin multiplicity is 1. As for the HOMO energy: -1.50 eV. The calculation puts the relative energy (zero: lowest compared OMol25 entry of this formula, charge and spin) at 2.172 eV.

Cartesian coordinates (Å):
Hg1 -0.640 -1.009 0.030
N1 -1.730 0.182 1.604
S1 -3.108 0.895 1.370
O1 -3.216 2.232 0.835
O2 -4.159 0.450 2.234
F1 -3.387 -0.039 0.039
S2 -1.510 0.968 3.105
O3 -1.969 0.337 4.328
O4 -1.429 2.407 3.028
F2 0.024 0.443 3.129
N2 1.502 -1.647 -0.091
S3 2.634 -1.821 1.088
O5 3.439 -0.655 1.342
O6 3.128 -3.151 1.351
F3 1.568 -1.638 2.275
S4 2.540 -2.111 -1.208
O7 2.641 -3.526 -1.455
O8 3.753 -1.353 -1.468
F4 1.663 -1.568 -2.421
C1 -2.027 -2.972 -1.290
O9 -2.772 -3.842 -1.845
O10 -1.864 -3.101 -0.012
O11 -1.336 -2.049 -1.885
C2 0.761 3.125 -1.296
C3 1.003 1.679 -0.891
O12 -0.155 0.871 -1.195
O13 0.672 3.220 -2.718
H1 1.528 3.760 -0.853
H2 -0.193 3.449 -0.873
H3 1.109 1.571 0.189
H4 1.913 1.313 -1.369
H5 -0.177 0.689 -2.145
H6 -0.207 2.891 -2.932

Results of the Mulliken charge analysis, in e, for atoms 1 through 2: 2.2213 -0.0721

=====

(2)
C3H6FN | ωB97M-V/def2-TZVPD

The calculation puts the orbital gap at 10.5 eV. As for the charge: 0. Its LUMO energy is 1.05 eV. The max |F| is 2.75 eV/A. As for the SMILES: NC/C=C\F. The total energy is -272.4849 Eh. Its spin multiplicity is 1. As for the HOMO energy: -9.46 eV. The calculation puts the relative energy (zero: lowest compared OMol25 entry of this formula, charge and spin) at 0.169 eV.

Cartesian coordinates (Å):
N1 -2.090 -0.114 -0.463
C1 -0.950 -0.262 0.461
C2 0.075 0.745 0.147
C3 1.381 0.534 -0.078
F1 1.853 -0.720 -0.116
H1 -2.677 -0.997 -0.302
H2 -2.703 0.611 -0.117
H3 -0.441 -1.211 0.336
H4 -1.259 -0.196 1.490
H5 -0.204 1.762 0.032
H6 2.196 1.205 -0.326

Results of the Mulliken charge analysis, in e, for atoms 1 through 2: -0.6866 -0.2125

=====

(3)
C3H6FN | ωB97M-V/def2-TZVPD

The calculation puts the orbital gap at 9.7 eV. As for the charge: 0. Its LUMO energy is 0.87 eV. The max |F| is 3.11 eV/A. The total energy is -272.4154 Eh. Its spin multiplicity is 1. As for the HOMO energy: -8.85 eV. The calculation puts the relative energy (zero: lowest compared OMol25 entry of this formula, charge and spin) at 2.060 eV.

Cartesian coordinates (Å):
C1 0.931 1.231 -0.549
C2 0.415 1.809 0.510
C3 -1.255 -1.023 -0.033
N1 -0.659 -2.124 -0.323
F1 -1.488 -0.849 1.324
H1 1.719 0.514 -0.384
H2 0.689 1.557 -1.596
H3 -0.285 2.664 0.555
H4 0.612 1.306 1.505
H5 -0.621 -2.353 -1.304
H6 -0.057 -2.734 0.295

Results of the Mulliken charge analysis, in e, for atoms 1 through 2: -0.5072 -0.3698

=====

(4)
C3H6FN | ωB97M-V/def2-TZVPD

The calculation puts the orbital gap at 10.5 eV. As for the charge: 0. Its LUMO energy is 1.20 eV. The max |F| is 5.89 eV/A. As for the SMILES: NC1(F)CC1. The total energy is -272.4734 Eh. Its spin multiplicity is 1. As for the HOMO energy: -9.28 eV. The calculation puts the relative energy (zero: lowest compared OMol25 entry of this formula, charge and spin) at 0.483 eV.

Cartesian coordinates (Å):
N1 -1.321 0.091 0.914
C1 -0.065 0.320 0.307
F1 0.684 1.326 0.908
C2 0.414 0.080 -1.089
C3 0.809 -0.832 -0.027
H1 -1.286 0.302 1.819
H2 -2.107 0.475 0.375
H3 0.981 0.939 -1.453
H4 -0.284 -0.242 -1.879
H5 0.347 -1.819 -0.204
H6 1.828 -0.640 0.329

Results of the Mulliken charge analysis, in e, for atoms 1 through 2: -0.5121 0.5779

=====

(5)
C3H6FN3 | ωB97M-V/def2-TZVPD

The calculation puts the orbital gap at 8.2 eV. As for the charge: 0. Its LUMO energy is 0.83 eV. The max |F| is 3.98 eV/A. The total energy is -381.7653 Eh. Its spin multiplicity is 1. As for the HOMO energy: -7.38 eV. The calculation puts the relative energy (zero: lowest compared OMol25 entry of this formula, charge and spin) at 7.251 eV.

Cartesian coordinates (Å):
C1 0.510 -0.556 1.711
C2 1.745 0.643 0.223
C3 0.624 0.436 -0.754
N1 -0.562 -0.231 1.208
N2 -0.613 0.448 -0.016
N3 -1.726 -0.010 -0.735
F1 2.837 -0.072 -0.209
H1 0.648 -1.276 2.530
H2 0.868 1.497 -1.299
H3 0.698 -0.439 -1.414
H4 -1.581 -0.563 1.224
H5 -2.179 0.773 -1.102
H6 -1.267 -0.649 -1.366

Results of the Mulliken charge analysis, in e, for atoms 1 through 2: -0.2871 -0.4474

=====

(6)
C3H6FNO2 | ωB97M-V/def2-TZVPD

The calculation puts the orbital gap at 11.2 eV. As for the charge: 0. Its LUMO energy is 0.62 eV. The max |F| is 3.02 eV/A. As for the SMILES: CN[C@H](F)C(=O)O. The total energy is -423.0014 Eh. Its spin multiplicity is 1. As for the HOMO energy: -10.55 eV. The calculation puts the relative energy (zero: lowest compared OMol25 entry of this formula, charge and spin) at 0.839 eV.

Cartesian coordinates (Å):
C1 -0.919 0.349 -0.176
N1 0.384 -0.092 -0.553
C2 1.396 0.511 0.267
F1 1.519 1.868 0.098
C3 2.712 -0.264 0.015
O1 3.808 0.178 -0.100
O2 2.512 -1.576 -0.003
H1 -1.605 -0.197 -0.862
H2 -1.154 -0.048 0.810
H3 -1.141 1.392 -0.218
H4 0.605 0.306 -1.425
H5 1.082 0.207 1.369
H6 1.646 -1.849 0.221

Results of the Mulliken charge analysis, in e, for atoms 1 through 2: -0.9189 -0.3283

=====

(7)
C3H6FNOS | ωB97M-V/def2-TZVPD

The calculation puts the orbital gap at 10.2 eV. As for the charge: 0. Its LUMO energy is 0.64 eV. The max |F| is 1.92 eV/A. As for the SMILES: N[C@@H](CF)C(=O)S. The total energy is -745.9457 Eh. Its spin multiplicity is 1. As for the HOMO energy: -9.51 eV. The calculation puts the relative energy (zero: lowest compared OMol25 entry of this formula, charge and spin) at 0.642 eV.

Cartesian coordinates (Å):
N1 -0.022 1.521 -0.245
C1 -0.086 0.248 0.406
C2 -1.427 -0.550 0.214
F1 -1.880 -0.300 -1.096
C3 1.058 -0.652 -0.084
O1 0.932 -1.825 -0.174
S1 2.544 0.185 -0.423
H1 -0.641 1.496 -1.078
H2 -0.391 2.182 0.417
H3 0.046 0.483 1.432
H4 -2.096 -0.174 1.012
H5 -1.233 -1.615 0.265
H6 3.195 -0.998 -0.650

Results of the Mulliken charge analysis, in e, for atoms 1 through 2: -0.6485 0.0179

=====

(8)
C3H6FNOS2 | ωB97M-V/def2-TZVPD

The calculation puts the orbital gap at 7.2 eV. As for the charge: 0. Its LUMO energy is -1.70 eV. The max |F| is 4.61 eV/A. The total energy is -1143.9458 Eh. Its spin multiplicity is 1. As for the HOMO energy: -8.94 eV. The calculation puts the relative energy (zero: lowest compared OMol25 entry of this formula, charge and spin) at 4.575 eV.

Cartesian coordinates (Å):
C1 -0.518 -1.149 -0.526
C2 0.267 1.007 0.224
C3 -0.320 2.379 0.243
H1 -0.069 -3.648 -1.136
H2 0.709 -1.279 1.535
H3 1.186 0.795 -0.494
H4 0.794 0.609 1.165
H5 -1.277 2.228 0.891
H6 -0.720 2.882 -0.753
N1 0.720 -1.635 -0.141
O1 -0.853 0.074 -0.157
F1 0.578 3.054 0.953
S1 0.978 -3.458 -0.189
S2 -1.474 -1.859 -1.616

Results of the Mulliken charge analysis, in e, for atoms 1 through 2: 0.5867 -0.2679

=====

(9)
C3H6FNSi | ωB97M-V/def2-TZVPD

The calculation puts the orbital gap (spin up / spin down) at 7.4 / 8.7 eV. As for the charge: 0. Its LUMO energy (spin up / spin down) is -1.92 / -0.38 eV. The max |F| is 3.10 eV/A. The total energy is -561.9361 Eh. Its spin multiplicity is 1. As for the HOMO energy (spin up / spin down): -9.31 / -9.08 eV. The calculation puts the relative energy (zero: lowest compared OMol25 entry of this formula, charge and spin) at 3.476 eV.

Cartesian coordinates (Å):
C1 0.522 -0.819 -2.353
C2 1.259 1.367 0.040
C3 -1.765 -1.482 1.908
N1 0.871 -1.646 -3.085
F1 -0.084 1.929 -2.098
Si1 -0.031 0.612 -1.156
H1 2.046 0.644 0.244
H2 1.623 2.344 -0.390
H3 0.843 1.536 1.003
H4 -2.057 -1.465 0.896
H5 -0.797 -1.921 2.362
H6 -2.429 -1.099 2.628

Results of the Mulliken charge analysis, in e, for atoms 1 through 2: 0.1955 -0.8892